A gas-phase ion, C5H14NSi (charge +1). Source: OMol25; level of theory: wB97M-V/def2-TZVPD.

ΔE to the lowest compared entry with this formula, charge and spin in kJ/mol: 385.6
Lowest unoccupied orbital energy in eV: -3.60
F_max in eV Å⁻¹: 5.57
2S+1: 1
Charge: +1
HOMO energy in eV: -13.8
E_tot in eV: -14770.3704

Each line ends with the Mulliken charge.
Geometry (Å):
C 2.08120 0.33862 0.79684  -0.913
C 0.02089 0.59005 1.57192  -0.682
C 0.79483 0.14598 -1.24703  -0.732
C -1.39569 -1.74004 0.17358  -1.055
C -2.16439 1.26154 -0.67252  -1.168
N 1.90095 -0.39492 -0.42689  -0.288
Si -0.85041 0.13842 0.03983  0.553
H 2.20920 1.35974 0.63880  0.448
H 2.49781 -0.17437 1.56904  0.444
H -0.08480 -0.18825 2.32915  0.308
H 0.20868 1.59483 1.86476  0.450
H 1.09240 1.16697 -1.42003  0.382
H 0.74808 -0.48593 -2.16458  0.363
H -0.65917 -2.55176 -0.19813  0.288
H -1.72365 -2.00918 1.31772  0.295
H -2.17404 -1.94176 -0.55461  0.352
H -2.57463 2.07219 0.00722  0.360
H -1.81193 1.95406 -1.43706  0.357
H -3.02107 0.73340 -0.92519  0.375
H 2.84540 -0.38044 -0.98732  0.422
H 2.06033 -1.48914 -0.27550  0.442